# 1
DFT (ωB97M-V/def2-TZVPD) results for a structure of composition C14H20ClN4O4Sn.

Last column: Mulliken charge in e.
Element x y z (Å)
H (-0.264, 4.371, -1.825)  0.432
H (3.403, 3.278, 1.201)  0.388
C (0.537, 3.496, -0.039)  -0.774
O (3.027, -0.061, 0.864)  -0.375
C (-2.464, -0.316, 1.367)  0.136
H (3.657, 2.142, 2.510)  0.367
N (0.410, 1.133, 0.132)  0.457
N (-1.795, -2.387, -1.327)  -0.228
H (3.770, -2.799, -0.781)  0.265
N (-3.661, -1.510, -0.194)  0.047
C (-0.158, 1.091, -1.080)  -0.305
H (-2.350, -2.827, -2.038)  0.175
C (3.097, 2.302, 1.586)  -0.540
C (-4.698, -1.988, -1.083)  -1.056
C (-2.344, -1.683, -0.346)  0.395
O (-2.106, 0.430, 2.249)  -0.617
H (-0.784, -2.406, -1.396)  -0.009
C (3.489, 1.264, 0.543)  -0.707
H (-5.629, -2.058, -0.524)  0.343
H (-0.865, 2.137, -2.797)  0.471
O (0.907, -1.758, -0.452)  -0.268
H (3.619, -0.455, 1.517)  0.290
C (1.671, -2.569, -1.133)  0.504
H (4.570, 1.236, 0.404)  0.448
C (-0.070, 3.457, -1.280)  -0.452
H (0.836, 4.435, 0.406)  0.528
H (1.337, 1.467, 2.539)  0.048
H (-4.460, -2.989, -1.441)  0.397
C (-0.412, 2.224, -1.821)  -0.971
Sn (0.603, -0.839, 1.386)  0.755
N (-1.606, -1.055, 0.585)  -0.035
Cl (2.793, -3.214, 1.335)  -0.177
C (-3.889, -0.588, 0.907)  -0.353
C (1.592, 2.322, 1.910)  -1.109
C (0.780, 2.312, 0.647)  0.813
H (-4.845, -1.320, -1.934)  0.335
H (3.041, 1.495, -0.423)  0.341
H (-4.482, -1.037, 1.705)  0.333
H (1.344, 3.206, 2.496)  0.510
H (-4.371, 0.335, 0.581)  0.321
O (1.472, -2.811, -2.301)  -0.602
H (-0.394, 0.103, -1.456)  0.493
H (2.844, -4.302, -0.751)  0.376
C (2.843, -3.259, -0.448)  -0.390

Its spin multiplicity is 1. For the HOMO energy, the calculation gives -11.95 eV. The energy above the lowest of the compared OMol25 structures with the same formula, charge and spin comes out at 0.0 kJ/mol. The molar mass comes out at 462.5 g mol⁻¹. As for the total charge: +1.

---

# 2
DFT (ωB97M-V/def2-TZVPD) results for a structure of composition C25H21BrF4PS5SiSn.

Last column: Mulliken charge in e.
Element x y z (Å)
S (-3.300, 2.966, -4.031)  -0.130
S (-3.793, 4.457, -6.561)  -0.324
F (-4.214, -4.885, 0.791)  -0.330
C (-2.865, 3.331, 2.135)  -0.501
C (3.543, -1.501, -2.097)  -0.987
C (-2.169, -1.964, 1.582)  -0.327
H (1.445, 0.845, -0.475)  -0.443
H (3.901, -1.707, 3.248)  0.383
C (3.956, 1.126, -3.528)  -0.954
C (-2.839, -2.948, 0.848)  0.017
C (-3.021, -3.006, 3.605)  0.224
C (0.876, -0.250, 2.778)  0.191
C (-1.140, 1.652, -4.759)  0.145
H (-3.811, 0.117, 1.662)  0.455
H (4.190, 0.455, 0.409)  0.211
C (-3.656, -3.976, 2.859)  0.605
H (1.008, -2.396, 0.164)  0.417
H (4.410, 2.011, -0.405)  0.300
H (-0.886, 4.096, 1.806)  0.409
H (-4.735, 2.296, 2.318)  0.388
C (0.460, -0.938, 1.641)  0.372
C (-2.915, 3.389, -5.655)  0.098
Si (3.336, 0.364, -1.932)  0.233
H (3.039, -1.866, -2.997)  0.341
H (0.035, 1.924, 1.101)  0.300
H (5.520, 0.672, -0.746)  0.315
C (2.109, -0.527, 3.351)  -0.770
H (4.599, -1.781, -2.164)  0.352
C (-3.682, 2.211, 2.082)  -0.690
H (3.107, -2.024, -1.241)  0.198
P (-1.115, -0.696, 0.724)  0.110
C (1.587, 0.841, -1.565)  -0.048
H (3.198, -2.903, 1.199)  0.385
F (-1.733, -1.095, 3.749)  -0.399
H (3.389, 0.754, -4.387)  0.261
S (-1.932, 1.116, -2.139)  -0.098
H (-3.276, 4.290, 2.426)  0.375
C (-1.524, 3.221, 1.792)  -0.689
C (-1.988, 1.844, -3.731)  -0.011
C (-1.002, 1.995, 1.410)  -0.386
F (-3.109, -3.031, 4.938)  -0.309
S (-1.513, 2.564, -6.212)  -0.138
C (-1.809, 0.856, 1.393)  0.760
C (-2.302, -2.016, 2.964)  0.316
H (3.852, 2.215, -3.517)  0.285
C (4.475, 0.927, -0.538)  -0.979
H (1.402, 1.858, -1.927)  0.531
F (-4.350, -4.937, 3.470)  -0.303
C (1.312, -1.888, 1.076)  -0.632
H (5.013, 0.886, -3.683)  0.280
S (0.266, 0.619, -4.817)  -0.380
Br (-2.796, -2.975, -1.032)  -0.094
C (-3.158, 0.981, 1.713)  -0.614
H (0.240, 0.508, 3.217)  0.441
C (-3.571, -3.940, 1.482)  0.319
H (2.419, 0.015, 4.236)  0.415
Sn (0.035, -0.490, -2.478)  0.217
C (2.941, -1.492, 2.795)  -0.516
C (2.542, -2.171, 1.653)  -0.597

Its spin multiplicity is 1. For the HOMO energy, the calculation gives -3.84 eV. The energy above the lowest of the compared OMol25 structures with the same formula, charge and spin comes out at 14.2 kJ/mol. The molar mass comes out at 815.4 g mol⁻¹. As for the total charge: -1.

---

# 3
DFT (ωB97M-V/def2-TZVPD) results for a structure of composition C26H37HgN7O2.

Last column: Löwdin spin population.
Element x y z (Å)
H (3.379, -2.199, 0.209)  -0.002
O (-1.668, 0.476, -0.275)  0.001
H (1.209, -3.512, 0.189)  0.014
C (-0.338, 1.927, 2.785)  0.000
H (-2.889, -5.405, 0.456)  0.000
H (-1.665, 1.899, -4.578)  0.000
H (1.080, 1.493, -1.381)  0.000
C (-2.083, 1.972, -3.578)  0.000
H (-5.527, -3.782, 0.289)  0.000
H (3.171, -2.209, -2.953)  0.000
N (0.331, -2.982, 0.055)  0.132
H (3.103, 0.478, -2.312)  0.000
H (4.655, 1.217, -0.021)  0.000
C (2.851, 2.312, -0.489)  0.000
H (0.864, 3.108, -0.705)  0.000
C (-3.109, 2.143, -1.037)  0.000
C (-3.385, -3.351, 0.824)  0.000
H (-1.704, -4.488, 1.402)  0.001
C (3.724, -1.207, 0.482)  -0.002
H (0.845, -2.166, -3.451)  0.000
H (-3.486, 2.210, -0.022)  0.000
H (1.598, -0.668, -3.992)  0.000
H (-6.022, -0.031, 0.312)  0.000
C (-3.126, 2.841, -3.347)  0.000
C (-4.709, -3.085, 0.387)  0.000
H (-0.803, 3.988, 3.112)  0.000
N (0.831, 1.503, 0.668)  -0.001
H (2.313, -5.033, -0.844)  0.025
C (-0.411, 0.313, -3.020)  0.000
C (-3.631, 2.922, -2.041)  0.000
C (-5.814, -0.836, -0.394)  0.000
N (-3.503, -1.279, 0.401)  0.000
N (3.096, -0.182, -0.336)  0.000
C (-2.770, -4.650, 1.237)  0.001
C (-0.861, 2.990, 3.539)  0.000
H (3.219, 2.522, -1.498)  0.000
C (-2.050, 1.206, -1.254)  0.000
O (0.092, -0.425, 2.698)  0.001
C (-1.431, 2.812, 4.778)  0.000
C (-1.519, 1.159, -2.580)  0.000
H (-1.073, -0.573, 4.959)  0.000
C (3.563, 1.117, 0.129)  0.000
C (-0.388, 0.596, 3.298)  0.000
C (3.352, -0.423, -1.748)  0.000
H (0.142, 3.334, 1.240)  0.000
C (-4.734, -1.734, 0.113)  0.000
H (0.030, -3.166, -0.898)  0.001
H (3.098, 3.188, 0.120)  0.000
H (-3.535, 3.446, -4.146)  0.000
H (2.487, -4.997, 0.752)  0.027
H (-3.070, -0.371, 0.228)  0.000
H (-5.533, -0.375, -1.343)  0.000
C (1.338, 2.132, -0.541)  0.000
C (1.300, -1.235, -3.096)  0.000
C (-1.010, 0.439, 4.575)  0.000
H (3.384, 1.140, 1.205)  0.000
H (-4.438, 3.611, -1.817)  0.000
H (-0.176, 0.447, -4.090)  0.000
H (4.432, -0.605, -1.902)  0.000
N (0.292, -0.499, -2.342)  -0.001
H (-1.818, 3.652, 5.340)  0.000
H (-6.732, -1.403, -0.546)  0.000
C (-1.500, 1.503, 5.287)  0.000
H (4.826, -1.179, 0.382)  0.000
H (2.238, -2.248, -1.461)  -0.003
N (-2.667, -2.242, 0.822)  0.004
C (2.539, -1.607, -2.293)  -0.002
C (0.241, 2.269, 1.500)  0.000
N (2.694, -4.451, -0.092)  0.801
H (3.466, -1.037, 1.529)  0.000
Hg (0.162, -0.906, 0.445)  0.005
H (-1.954, 1.331, 6.258)  0.000
H (-3.230, -5.038, 2.149)  0.000

Its spin multiplicity is 2. For the HOMO energy (spin up / spin down), the calculation gives -4.30 / -4.30 eV. The energy above the lowest of the compared OMol25 structures with the same formula, charge and spin comes out at 3.2 kJ/mol. The molar mass comes out at 680.2 g mol⁻¹. As for the total charge: -1.